Entry 1:
The following is a DFT calculation (ωB97M-V/def2-TZVPD) of an isolated molecule of C5H10NO at a distorted geometry.

XYZ file:
```
17
Properties=species:S:1:pos:R:3:lowdin_spin:R:1
N 0.22 -0.42 1.17 0.0006
C 0.54 1.07 1.30 0.0010
C 0.80 1.51 -0.10 0.0000
C 0.11 0.51 -1.05 0.0001
C -0.57 -0.47 -0.05 0.0227
C -0.73 -1.91 -0.63 0.1056
O -1.11 -1.94 -1.92 0.7973
H -0.28 -0.79 1.95 -0.0001
H -0.34 1.53 1.75 0.0001
H 1.38 1.05 1.99 0.0002
H 0.56 2.56 -0.32 0.0000
H 1.87 1.52 -0.32 0.0000
H -0.47 0.96 -1.84 0.0000
H 0.80 -0.25 -1.44 0.0005
H -1.61 -0.15 0.15 0.0018
H 0.30 -2.35 -0.64 0.0622
H -1.45 -2.44 0.01 0.0081
```

Values from the calculation:
<S²>: 0.754
Energy above the lowest of the compared OMol25 structures with the same formula, charge and spin (kJ/mol): 41.3
HOMO level (spin up / spin down) (eV): -9.0532 / -9.0083
Gap between HOMO and LUMO (spin up / spin down) (Ha): 0.3715 / 0.2825
Max |F| (Eh/bohr): 0.0496
2S+1: 2

Entry 2:
The following is a DFT calculation (ωB97M-V/def2-TZVPD) of an isolated ion of composition C5H10NO and charge +1 at a distorted geometry.

XYZ file:
```
17
Properties=species:S:1:pos:R:3:nbo_charge:R:1
O 0.04 -1.92 0.53 -0.5767
C -0.14 -1.95 -0.67 0.4580
C -0.57 -0.72 -1.47 -0.5125
C -0.72 0.62 -0.74 -0.4569
C 0.29 1.05 0.32 0.1350
C 1.41 1.69 0.02 -0.3404
N -0.14 0.80 1.72 -0.7173
H -0.30 -2.95 -1.09 0.1622
H -1.51 -0.89 -1.99 0.2659
H 0.26 -0.78 -2.19 0.2490
H -0.73 1.36 -1.53 0.2615
H -1.68 0.76 -0.24 0.2151
H 2.07 1.96 0.83 0.2250
H 1.57 1.81 -1.05 0.2475
H 0.47 1.14 2.46 0.4486
H 0.12 -0.21 1.78 0.4859
H -1.13 0.97 1.87 0.4503
```

Values from the calculation:
Net charge: +1
Energy above the lowest of the compared OMol25 structures with the same formula, charge and spin (kJ/mol): 180.1
HOMO level (eV): -13.9994
Gap between HOMO and LUMO (Ha): 0.3893
Max |F| (Eh/bohr): 0.0635

Entry 3:
The following is a DFT calculation (ωB97M-V/def2-TZVPD) of an isolated ion of composition C5H10NO and charge +1.

XYZ file:
```
17
Properties=species:S:1:pos:R:3:nbo_charge:R:1
C 1.21 1.01 0.46 -0.0737
C 2.30 0.90 -0.27 -0.3197
C -1.09 1.32 0.17 0.5631
C -0.72 -1.79 0.43 -0.6230
C -0.17 -0.78 -0.58 -0.2426
N -0.07 0.55 0.01 -0.3387
O -2.30 1.08 -0.18 -0.5721
H 1.20 1.47 1.43 0.2341
H 2.32 0.48 -1.27 0.2181
H 3.24 1.25 0.10 0.2458
H -0.96 2.29 0.64 0.2226
H -1.74 -1.58 0.72 0.2106
H -0.68 -2.78 0.00 0.2520
H -0.10 -1.79 1.33 0.2351
H -0.80 -0.75 -1.48 0.2147
H 0.83 -1.09 -0.88 0.2506
H -2.47 0.23 -0.63 0.5231
```

Values from the calculation:
Net charge: +1
Energy above the lowest of the compared OMol25 structures with the same formula, charge and spin (kJ/mol): 137.2
HOMO level (eV): -14.6511
Gap between HOMO and LUMO (Ha): 0.3879
Max |F| (Eh/bohr): 0.0163

Entry 4:
The following is a DFT calculation (ωB97M-V/def2-TZVPD) of an isolated ion of composition C5H10NO and charge +1 at a distorted geometry.

XYZ file:
```
17
Properties=species:S:1:pos:R:3:nbo_charge:R:1
O 0.92 -0.30 -2.01 -0.5391
C 1.80 0.15 -1.35 0.4849
C 1.79 0.30 0.25 -0.5337
C 0.74 -0.51 0.97 -0.4227
C -0.54 0.25 0.66 -0.2422
C -2.74 -0.17 -0.30 0.1089
N -1.51 -0.37 -0.28 -0.3844
H 2.73 0.57 -1.66 0.1367
H 2.80 0.14 0.64 0.2503
H 1.69 1.39 0.62 0.2358
H 0.64 -1.44 0.48 0.2224
H 0.91 -0.55 2.12 0.2582
H -1.04 0.41 1.58 0.2342
H -0.29 1.23 0.32 0.2341
H -3.36 -0.63 -1.16 0.2325
H -3.41 0.61 0.12 0.2491
H -1.13 -1.08 -1.00 0.4750
```

Values from the calculation:
Net charge: +1
Energy above the lowest of the compared OMol25 structures with the same formula, charge and spin (kJ/mol): 258.7
HOMO level (eV): -13.9084
Gap between HOMO and LUMO (Ha): 0.3299
Max |F| (Eh/bohr): 0.0891

Number 1: molecular weight 100.141 u, E -8881.8906 eV. Number 2: molecular weight 100.141 u, E -8876.7137 eV. Number 3: molecular weight 100.141 u, E -8877.1578 eV. Number 4: molecular weight 100.141 u, E -8875.8989 eV.